The following is a quantum chemistry calculation of a cluster of 3 separate species, CH6N2O2 in total at a distorted geometry, from the OMol25 dataset.

Geometry as XYZ:
```
11
Properties=species:S:1:pos:R:3:forces:R:3:nbo_charge:R:1
O 1.192434 -1.030319 1.676182 0.361 -0.419 3.099 -0.59
O -1.461743 0.624754 1.688877 -0.536 0.881 -0.352 -0.46
N 0.059698 -1.712505 1.232897 -2.695 2.077 -0.423 -0.42
N -0.171178 -0.139725 -1.864205 -3.513 1.324 2.390 -1.07
C -1.325726 -0.086136 0.785333 2.567 -3.059 2.346 0.50
H 0.098177 -1.621888 0.235282 0.876 -0.485 -0.861 0.31
H 0.321291 -0.323758 -2.644328 1.656 -1.050 -3.664 0.36
H -1.596128 -0.231976 -0.248111 -0.596 0.238 -0.387 0.17
H 1.223539 -1.248117 2.694990 -0.156 0.659 -3.100 0.47
H 0.438994 0.465343 -1.368318 0.517 0.747 0.914 0.36
H -1.020255 0.444256 -2.108632 1.518 -0.915 0.039 0.36
```
Positions in Å, forces in eV/Å.

* LUMO energy: 0.025 Eh
* ΔE to the lowest compared entry with this formula, charge and spin: 145.57 kcal/mol
* Kohn-Sham gap: 8.272 eV



The following is a quantum chemistry calculation of a cluster of 2 separate species, CH6N2O2 in total at a distorted geometry, from the OMol25 dataset.

Geometry as XYZ:
```
11
Properties=species:S:1:pos:R:3:forces:R:3:nbo_charge:R:1
O -0.718972 -0.363397 0.070380 0.124 -0.823 0.174 -0.75
O 0.455290 1.464266 -0.466058 -0.180 -0.310 0.152 -0.72
N -1.798935 1.579740 -0.384578 -0.484 -0.510 -0.058 -0.85
N 1.478891 -1.490638 0.529025 -0.114 -0.086 0.178 -1.02
C -0.616583 0.887071 -0.276357 1.179 0.875 -0.239 0.88
H 1.784283 -0.775393 1.182097 0.560 -0.108 -0.396 0.41
H -2.620531 1.032220 -0.595121 0.076 0.066 0.151 0.38
H 1.526535 -2.402197 0.955458 -0.110 -0.100 0.128 0.39
H 0.277528 -0.867201 0.223315 -1.627 0.563 -0.198 0.48
H -1.724719 2.449541 -0.879834 0.098 0.059 -0.020 0.39
H 1.957214 -1.514011 -0.358327 0.479 0.375 0.129 0.40
```
Positions in Å, forces in eV/Å.

* LUMO energy: 0.023 Eh
* ΔE to the lowest compared entry with this formula, charge and spin: 6.57 kcal/mol
* SMILES: NC(=O)O.N
* Kohn-Sham gap: 10.050 eV



The following is a quantum chemistry calculation of the molecule CH6N2O2SSi at a distorted geometry, from the OMol25 dataset.

Geometry as XYZ:
```
13
Properties=species:S:1:pos:R:3:forces:R:3:nbo_charge:R:1
S 1.103863 -1.563025 0.082442 2.314 2.522 -3.565 1.57
Si -0.887316 0.128098 -1.511799 1.139 -2.136 -2.612 1.19
O -0.140886 -1.269409 -0.937365 -0.495 -1.459 0.961 -1.10
O 0.870535 -2.351974 1.234474 -1.798 -1.332 2.067 -0.93
N 2.093832 1.077852 0.180733 -4.402 -5.993 1.478 -0.75
N 0.126917 0.329409 1.626774 -0.269 0.683 1.577 -0.83
C 1.083652 0.173647 0.706436 4.900 4.308 -1.774 0.18
H -2.095213 -0.383986 -2.305220 0.732 0.577 0.531 -0.17
H 0.284456 0.564341 -2.353970 -0.984 0.608 0.050 -0.16
H -0.510337 -0.463673 1.853124 1.080 0.913 -0.084 0.42
H 2.133085 2.029555 0.492781 -0.810 0.474 0.840 0.35
H -1.144370 0.771254 -0.328311 -0.915 1.755 1.401 -0.20
H 0.267280 1.072158 2.338965 -0.493 -0.918 -0.871 0.41
```
Positions in Å, forces in eV/Å.

* LUMO energy: 0.016 Eh
* ΔE to the lowest compared entry with this formula, charge and spin: 72.17 kcal/mol
* Kohn-Sham gap: 9.825 eV



no.,HOMO level (eV)
1,-7.59
2,-9.43
3,-9.40